# 1
ORCA calculation (the ωB97M-V functional and the def2-TZVPD basis) on a molecular structure, C4H7NO2 in a non-equilibrium geometry.

Computed properties:
charge	0
max |F|	3.2	eV Å⁻¹
gap between HOMO and LUMO	10.62	eV
energy above the lowest of the compared OMol25 structures with the same formula, charge and spin	3.038	eV

Geometry as XYZ:
```
14
Properties=species:S:1:pos:R:3:forces:R:3
O 1.896 0.007 -0.212 0.114 0.108 0.151
O -1.113 -0.347 1.372 1.834 -1.343 -0.696
N -0.382 1.577 0.275 -0.426 -0.294 0.213
C -0.069 -1.342 0.311 -1.716 1.472 2.277
C -0.786 0.946 1.317 0.652 0.089 -0.382
C 0.618 -0.418 -0.585 -0.231 -1.125 -0.922
C -0.333 0.738 -0.917 0.233 -0.291 -0.291
H 0.713 -1.308 -1.286 0.490 1.506 -1.046
H -0.897 -1.824 -0.195 0.083 -0.134 0.154
H 1.866 0.969 -0.103 -0.015 -0.237 0.142
H -0.820 1.516 2.263 -0.235 -0.515 -0.315
H 0.023 1.324 -1.768 -0.057 -0.079 0.121
H 0.642 -2.038 0.801 -0.858 0.678 0.610
H -1.317 0.309 -1.155 0.132 0.166 -0.017
```
Positions in Å, forces in eV/Å.

# 2
ORCA calculation (the ωB97M-V functional and the def2-TZVPD basis) on C4H7NO2 in the gas phase in a non-equilibrium geometry.

Computed properties:
charge	0
max |F|	7.8	eV Å⁻¹
gap between HOMO and LUMO	10.04	eV
energy above the lowest of the compared OMol25 structures with the same formula, charge and spin	7.406	eV
SMILES string	C=CC(=O)NOC

Geometry as XYZ:
```
14
Properties=species:S:1:pos:R:3:forces:R:3
O -0.125 -1.739 -2.448 -0.399 1.801 1.195
O -0.699 0.775 -0.117 -0.619 2.145 4.670
N -0.163 0.416 -1.301 -4.946 -2.400 -5.592
C 0.258 -1.424 1.106 1.508 -2.139 -2.605
C -0.283 1.991 0.667 0.381 2.628 0.546
C 0.759 -1.518 -0.208 1.690 -0.505 2.500
C 0.024 -1.058 -1.455 3.354 0.052 2.383
H 0.692 -2.207 1.824 -0.322 2.010 -0.620
H -0.022 3.004 0.064 -1.017 -2.651 0.540
H -0.650 -0.851 1.329 0.301 -0.875 -0.063
H 1.964 -1.791 -0.379 -3.693 -0.053 0.337
H -1.231 0.126 -1.799 3.131 2.461 0.211
H -1.247 2.362 1.432 2.860 -1.758 -2.444
H 0.723 1.912 1.286 -2.230 -0.716 -1.058
```
Positions in Å, forces in eV/Å.

# 3
ORCA calculation (the ωB97M-V functional and the def2-TZVPD basis) on C4H7NO2 in the gas phase.

Computed properties:
charge	0
max |F|	0.6	eV Å⁻¹
gap between HOMO and LUMO	7.75	eV
energy above the lowest of the compared OMol25 structures with the same formula, charge and spin	4.460	eV
SMILES string	C[NH2+]/C([O-])=C1/CO1

Geometry as XYZ:
```
14
Properties=species:S:1:pos:R:3:forces:R:3
O 0.636 0.870 -1.255 0.044 -0.153 -0.108
O -1.091 0.758 1.994 0.061 -0.165 -0.137
N -1.151 -0.773 0.146 0.178 -0.151 -0.030
C 0.504 0.887 0.167 -0.217 0.392 0.367
C -0.013 -1.738 -0.084 -0.325 -0.074 -0.031
C -0.577 0.551 0.905 0.266 0.062 0.031
C 1.238 1.928 -0.465 0.205 0.424 0.073
H -1.891 -1.119 0.764 0.413 -0.048 -0.068
H 2.328 1.893 -0.466 -0.156 0.089 0.041
H 0.791 2.914 -0.568 0.070 -0.061 -0.218
H -0.412 -2.721 -0.318 -0.012 -0.095 -0.061
H 0.612 -1.366 -0.901 -0.375 -0.067 0.167
H -1.596 -0.472 -0.727 0.308 -0.193 0.097
H 0.619 -1.775 0.809 -0.461 0.040 -0.122
```
Positions in Å, forces in eV/Å.

# 4
ORCA calculation (the ωB97M-V functional and the def2-TZVPD basis) on C4H7NO2 in the gas phase.

Computed properties:
charge	0
max |F|	0.6	eV Å⁻¹
gap between HOMO and LUMO	8.84	eV
energy above the lowest of the compared OMol25 structures with the same formula, charge and spin	5.597	eV

Geometry as XYZ:
```
14
Properties=species:S:1:pos:R:3:forces:R:3
O -0.573 -1.371 -0.878 -0.009 0.015 0.039
O -1.149 1.075 -0.222 -0.055 -0.163 0.204
N -1.749 -0.305 1.559 0.365 0.110 -0.504
C -1.083 0.084 0.619 -0.381 0.034 0.456
C -0.126 0.933 -1.209 0.165 -0.031 -0.129
C 0.351 -0.508 -0.964 0.103 0.130 -0.198
C 0.969 -0.214 0.806 0.145 -0.061 0.162
H 0.628 1.710 -1.061 -0.076 -0.135 -0.008
H 0.934 0.667 1.459 -0.044 -0.100 -0.112
H -1.497 -1.115 2.104 -0.013 0.037 -0.036
H 1.987 -0.211 0.388 -0.142 0.014 -0.009
H 0.861 -1.139 1.376 0.012 0.140 -0.085
H 1.274 -0.757 -1.526 -0.138 0.040 0.122
H -0.597 1.023 -2.191 0.068 -0.031 0.097
```
Positions in Å, forces in eV/Å.

Number 1: electronic energy -9844.241 eV. Number 2: electronic energy -9839.874 eV. Number 3: electronic energy -9842.820 eV. Number 4: electronic energy -9841.682 eV.